Formula: C24H27I2MgN2O3S4
Source: the Open Molecules 2025 dataset
Level of theory: ωB97M-V/def2-TZVPD

Geometry as XYZ:
```
63
Properties=species:S:1:pos:R:3:forces:R:3
Mg 0.99683 0.18699 0.34323 0.61 0.13 0.12
C 5.27720 -0.99580 2.43732 0.01 0.01 0.01
C 4.21087 -0.58691 1.43971 0.10 -0.06 -0.07
S 2.75525 0.01742 2.14980 -0.15 0.12 -0.04
C 4.45374 -0.73301 0.11083 -0.01 0.06 0.13
C 5.69915 -1.35310 -0.46385 0.04 -0.02 -0.02
S 3.26895 -0.23170 -1.06076 -0.14 -0.36 -0.19
H 4.93538 -0.79886 3.44981 0.00 0.01 0.00
H 6.20735 -0.44645 2.27210 0.00 0.00 -0.01
H 5.50409 -2.06141 2.35292 -0.02 -0.01 0.01
H 6.38895 -1.68728 0.30924 0.00 0.01 0.00
H 6.23484 -0.65217 -1.11051 -0.02 0.00 0.00
H 5.44429 -2.22126 -1.08002 -0.01 0.00 0.01
C -5.90519 2.43917 5.23311 -0.01 0.00 0.02
C -4.84636 2.27508 4.17676 0.02 0.01 -0.02
C -3.76422 3.15341 4.11280 -0.02 -0.01 0.01
C -2.79707 3.02129 3.13221 0.00 0.01 0.01
C -2.90551 2.00085 2.19639 -0.03 0.02 0.04
C -3.97076 1.11857 2.24028 0.00 0.02 0.02
C -4.93377 1.26103 3.23094 -0.02 -0.02 -0.01
S -1.61561 1.79165 0.99526 0.28 0.06 0.06
O -1.25319 3.10107 0.51196 -0.04 -0.01 0.01
O -2.15361 0.85833 0.01541 -0.07 0.05 0.05
N -0.37502 1.18695 1.79676 -0.34 -0.25 -0.25
C -0.63112 -0.09999 2.32732 -0.09 0.18 -0.08
C -1.18852 -0.33492 3.57946 -0.03 -0.08 0.03
C -1.37528 -1.64891 3.97081 -0.01 0.07 0.04
C -1.00113 -2.68546 3.12674 0.03 -0.06 -0.07
C -0.41967 -2.37034 1.91172 0.00 0.00 0.06
N -0.24095 -1.10625 1.53698 -0.07 0.03 -0.20
H -5.47349 2.77967 6.17490 0.00 0.00 0.00
H -6.42675 1.49986 5.41664 0.00 0.00 0.00
H -6.65096 3.17747 4.92921 0.01 0.00 -0.01
H -3.67980 3.94760 4.84626 0.00 0.00 0.00
H -1.95356 3.69815 3.08644 0.01 -0.01 -0.02
H -4.02987 0.32576 1.50675 0.00 0.00 0.00
H -5.76400 0.56488 3.27136 0.00 0.00 0.00
H -1.46476 0.49898 4.20903 0.00 0.00 0.00
H -1.81371 -1.86629 4.93749 0.00 0.00 0.00
H -1.14362 -3.72023 3.40395 0.00 0.00 0.00
H -0.09505 -3.13112 1.21044 0.00 0.00 0.00
C 2.55141 -1.50622 -7.24177 0.02 0.00 -0.03
C 1.76476 -1.01043 -6.05961 0.00 0.00 0.02
C 2.14891 0.13999 -5.37532 0.01 0.00 0.00
C 1.44223 0.58087 -4.26832 -0.02 -0.02 -0.02
C 0.33571 -0.13989 -3.85045 0.04 0.05 -0.06
C -0.05375 -1.30421 -4.49589 0.01 0.01 0.00
C 0.65833 -1.72412 -5.60648 -0.01 -0.02 -0.01
S -0.54379 0.32419 -2.38240 -0.10 -0.03 0.30
C -1.44022 1.74221 -2.98468 -0.03 0.05 -0.09
O 0.50370 0.96925 -1.48239 -0.08 -0.21 0.25
H 3.34849 -0.81220 -7.50665 0.00 0.01 0.01
H 1.90979 -1.63570 -8.11510 -0.01 0.00 0.01
H 3.00727 -2.47386 -7.02480 -0.01 0.00 0.01
H 3.02733 0.68498 -5.70026 0.00 0.00 0.00
H 1.76833 1.44503 -3.70307 0.00 0.00 0.00
H -0.86432 -1.90460 -4.09932 0.00 -0.01 0.00
H 0.37439 -2.64458 -6.10283 0.00 0.00 0.00
H -0.73366 2.45246 -3.41198 0.01 -0.02 0.00
H -1.94099 2.16395 -2.11538 -0.01 -0.02 0.00
H -2.15978 1.40602 -3.73088 0.00 0.01 0.00
I 1.82397 -2.32417 -1.33544 0.08 0.21 0.00
I -0.43251 -4.60172 -1.64420 0.07 0.05 -0.03
```
Forces are in eV/Å.

Its net charge is -1. The multiplicity is 1. The value obtained for the HOMO-LUMO gap is 6.34 eV. Its electronic energy is -3654.446848 Eh. The lowest unoccupied orbital energy comes out at 2.30 eV.

Atom charges from the Löwdin analysis, given in e for atoms 1 to 8:
1 Mg 0.277
2 C -0.151
3 C -0.803
4 S 0.588
5 C -0.806
6 C -0.146
7 S 0.412
8 H 0.042